A cluster of 3 separate species, C4H13NO2 in total at a distorted geometry, computed with ωB97M-V with the def2-TZVPD basis set.

Geometry as XYZ:
```
20
Properties=species:S:1:pos:R:3:forces:R:3
C 1.871643 -1.745432 1.936084 3.0 0.5 1.1
C 0.441605 -1.731747 1.509676 1.7 3.1 -2.4
C 0.001960 -0.840421 0.581960 -0.2 -3.4 -0.2
C -1.287738 -1.077334 -0.134075 -2.6 1.7 -0.7
N -1.476668 0.228155 -1.009143 -1.3 -2.1 0.1
H 2.157411 -0.809877 2.535725 -0.7 -1.2 -0.5
H 2.147912 -2.626239 2.611745 -0.5 1.2 -1.0
H 2.710641 -1.670497 1.112424 -2.0 -0.5 1.1
H -0.195321 -2.471269 1.850971 -1.3 -1.2 0.9
H 0.606940 -0.237968 -0.082702 0.7 0.4 0.8
H -1.433755 -1.869515 -0.888282 1.2 -0.3 0.5
H -2.178914 -1.314340 0.532231 1.0 1.0 -0.4
H -0.791121 0.031390 -1.740675 0.1 0.5 0.0
H -2.361615 0.066252 -1.550459 0.8 0.4 0.7
O -2.360199 3.004878 -0.270933 0.8 2.9 2.9
H -1.770844 3.241550 0.533112 -1.6 -0.3 -2.0
H -2.006480 2.178935 -0.485670 0.9 -2.6 -0.9
O 2.559104 1.255882 -1.947660 0.3 0.4 -1.1
H 3.511989 1.208071 -1.839241 0.0 0.0 0.1
H 2.183770 0.959943 -1.138301 -0.4 -0.3 1.1
```
Positions in Å, forces in eV/Å.

The max |F| is 0.083 hartree/bohr. Its HOMO energy is -9.4135 eV. The calculation puts the LUMO energy at 0.65 eV. As for the energy relative to the best compared isomer or geometry (same formula, charge and spin): 224.1 kJ/mol.

A cluster of 13 separate species, C24H39Cl24F7N3O3S2 in total at a distorted geometry, computed with ωB97M-V with the def2-TZVPD basis set.

Geometry as XYZ:
```
102
Properties=species:S:1:pos:R:3:forces:R:3
O 1.819171 3.221270 3.029665 -0.7 -2.2 -0.4
S 2.306774 2.251482 2.008110 1.7 7.1 -0.3
O 3.745554 2.040906 2.268656 -1.7 -1.9 -1.0
N 2.057457 2.915850 0.544668 0.2 -2.1 2.2
C 0.790924 3.671436 0.503974 -0.7 -0.1 -1.0
C 0.964888 5.237757 0.530491 0.0 0.7 0.8
C -0.049254 5.981174 1.495580 -0.1 0.9 -1.0
C -1.544501 5.475579 1.367012 0.4 -0.5 0.8
C -1.962507 4.711961 2.703061 0.0 -0.2 -0.5
C -2.535075 3.260146 2.456224 0.5 -0.2 1.1
C -3.786385 2.905313 3.355319 0.4 -0.7 -2.2
S -5.240150 3.957800 2.821272 0.0 -0.5 -0.8
C -5.653518 3.154061 1.238178 -0.3 -0.9 1.9
N -6.358457 2.015396 1.180110 1.8 2.8 -0.9
N -6.399686 1.737799 -0.156294 0.9 1.2 -2.4
C -5.753285 2.692326 -0.843388 -1.1 -1.5 2.3
O -5.244366 3.649388 0.033139 -1.0 -1.7 -0.3
C 1.319604 0.694527 2.330855 0.0 -1.0 1.0
F 0.143171 0.919473 3.016507 1.4 0.0 -1.1
F 2.103994 -0.101651 3.188328 -1.0 0.4 -1.1
C 0.965055 -0.166290 1.049879 -1.1 -0.9 0.2
F 0.003729 -1.096862 1.463574 1.0 0.9 -0.5
F 0.371585 0.542365 0.048138 1.0 -0.7 1.2
C 2.177664 -1.065039 0.510661 -0.8 -0.7 0.0
F 1.895374 -1.521953 -0.750339 0.7 1.0 1.4
F 3.359810 -0.410587 0.557434 -1.4 -1.0 -0.3
F 2.230115 -2.210218 1.286533 0.5 1.6 -0.8
H 0.300200 3.420080 -0.485915 0.4 0.2 0.9
H 0.056079 3.343752 1.290246 0.7 0.5 -0.6
H 1.993824 5.521697 0.884978 -0.8 -0.5 -0.4
H 0.841929 5.716718 -0.481917 0.1 -0.8 0.8
H 0.327575 6.002955 2.552930 -0.5 -0.4 -0.9
H -0.051822 7.062134 1.162628 0.2 -0.9 0.4
H -1.635674 4.785127 0.484722 0.1 0.6 0.8
H -2.256323 6.320031 1.185352 0.6 -0.6 0.2
H -1.056282 4.590073 3.353987 -0.8 0.2 -0.6
H -2.696057 5.351754 3.258184 0.5 -0.6 -0.4
H -2.726165 3.041442 1.369929 -0.1 0.4 1.0
H -1.730593 2.530674 2.765975 -0.8 0.6 -0.4
H -4.082028 1.859312 3.055884 0.2 0.9 0.8
H -3.591489 2.982955 4.449248 -0.4 0.2 -0.9
H -5.609088 2.713036 -1.938065 0.0 0.3 1.1
C 3.721420 -4.341531 3.083973 0.0 0.3 -0.1
Cl 3.301981 -5.608971 1.931744 0.0 -0.1 -0.1
Cl 3.513523 -4.893293 4.749055 0.0 0.0 0.1
H 4.759153 -4.056730 2.934112 -0.1 -0.1 0.0
H 3.076292 -3.485609 2.914563 0.0 -0.2 0.1
C 6.524526 1.904077 4.604471 -0.3 -0.1 -0.2
Cl 6.145233 2.251330 6.296650 0.0 -0.1 0.0
Cl 7.860691 2.910480 4.027146 0.1 0.0 -0.1
H 6.807845 0.859178 4.515176 0.1 0.1 0.1
H 5.643129 2.102459 3.996525 0.1 0.1 0.1
C -3.968212 -0.669206 -1.159359 -0.1 -0.1 0.3
Cl -4.104421 0.269073 -2.656537 0.1 0.1 0.1
Cl -3.337044 0.323689 0.162210 0.1 -0.1 0.0
H -4.955801 -1.039227 -0.884888 0.5 0.4 -0.1
H -3.291833 -1.503667 -1.326141 0.0 0.2 -0.1
C 5.901070 -0.544987 -1.445016 0.0 0.0 0.1
Cl 5.985121 -1.568129 -2.886618 0.0 -0.1 0.0
Cl 5.876862 1.167578 -1.875970 0.0 0.0 0.1
H 4.996089 -0.782213 -0.897072 0.0 0.1 -0.2
H 6.770392 -0.740131 -0.823245 0.0 0.1 -0.2
C -6.724778 -3.564256 -1.983944 0.1 0.0 -0.2
Cl -6.848155 -2.219909 -0.838849 -0.5 -0.2 0.0
Cl -5.116099 -4.298431 -1.939302 0.0 -0.1 0.0
H -7.459174 -4.315701 -1.724463 0.2 0.0 0.1
H -6.914434 -3.190711 -2.986942 0.2 0.1 0.1
C -5.031670 -2.854719 -6.074620 0.1 0.0 0.0
Cl -5.022332 -1.880974 -4.600293 0.1 -0.1 -0.4
Cl -6.456362 -3.902109 -6.148387 0.1 0.0 0.0
H -5.038536 -2.190788 -6.934749 -0.1 0.0 0.1
H -4.138954 -3.474038 -6.092863 -0.1 0.0 0.1
C 5.097217 -8.597034 4.053186 0.0 0.2 0.0
Cl 4.680623 -9.868827 2.897132 0.0 0.1 -0.1
Cl 4.887495 -9.148266 5.722023 0.0 0.1 0.0
H 6.135409 -8.313418 3.904957 -0.1 -0.1 0.0
H 4.451523 -7.739688 3.881390 0.0 -0.1 0.0
C -10.186055 -3.567401 0.713283 0.0 0.2 0.1
Cl -9.722318 -4.071701 -0.916329 -0.4 0.0 0.0
Cl -10.268188 -4.946864 1.814633 0.0 0.1 0.0
H -9.447314 -2.862184 1.085297 0.0 -0.1 -0.1
H -11.162202 -3.092829 0.669601 0.0 -0.1 -0.1
C -8.446517 -6.287623 -8.841614 -0.1 -0.1 -0.1
Cl -8.862463 -5.953693 -7.154806 -0.1 -0.1 -0.1
Cl -7.163895 -5.219132 -9.420436 0.0 -0.1 -0.1
H -8.108723 -7.317016 -8.922287 0.1 0.1 0.1
H -9.329937 -6.139379 -9.456247 0.1 0.1 0.1
C 1.511497 -1.289942 6.502904 0.1 -0.1 -0.2
Cl -0.193319 -0.882147 6.695380 -0.1 0.0 -0.1
Cl 2.451905 -0.813628 7.925732 0.1 -0.1 -0.1
H 1.601110 -2.363842 6.362267 0.0 0.1 0.1
H 1.900991 -0.770271 5.631292 -0.1 0.1 0.1
C 7.855224 3.448364 -4.343493 0.0 0.0 0.2
Cl 7.938326 2.424940 -5.783855 0.0 -0.1 0.0
Cl 7.833430 5.162392 -4.775338 0.0 0.0 0.1
H 6.948293 3.211032 -3.794934 0.0 0.0 -0.2
H 8.724209 3.252484 -3.721823 0.0 0.0 -0.1
C 11.570837 2.278877 -7.391250 -0.2 0.0 0.0
Cl 12.377715 0.991337 -6.487981 -0.1 0.0 0.0
Cl 12.719999 3.522223 -7.902017 -0.1 0.1 -0.1
H 11.101408 1.850082 -8.272090 0.1 0.0 0.0
H 10.816424 2.735472 -6.756460 0.1 0.0 0.0
```
Positions in Å, forces in eV/Å.

The max |F| is 0.142 hartree/bohr. The net charge is -1. Its HOMO energy is -5.3779 eV. The calculation puts the LUMO energy at 1.45 eV.